One molecule with the formula C5H6N2O2 in a non-equilibrium geometry, computed with ωB97M-V with the def2-TZVPD basis set.

Atoms and positions in Å:
1 C -1.1089 0.3760 2.0689
2 N -0.0182 0.5409 1.3977
3 C 0.4046 1.3577 0.4285
4 O 0.7182 2.5150 0.6707
5 C 0.5784 0.8390 -1.0233
6 C 1.0186 -0.5986 -1.2552
7 N -0.0130 -1.4850 -0.9162
8 C -0.8023 -2.1134 -0.2491
9 O -1.5551 -2.8062 0.3003
10 H -1.0090 -0.3166 2.9094
11 H -2.1635 0.7213 1.7010
12 H -0.4492 1.0219 -1.4673
13 H 1.2841 1.5907 -1.4516
14 H 1.2052 -0.6210 -2.3803
15 H 1.9102 -1.0218 -0.7335

Calculated values
**HOMO-LUMO gap**: 10.16 eV
**SMILES**: C=NC(=O)CCN=C=O
**LUMO energy**: 0.4 eV
**Multiplicity**: 1
**Maximum force**: 0.07947 hartree/bohr